Record 1
The molecule C4H7NO, computed with ωB97M-V/def2-TZVPD.

Gap between HOMO and LUMO = 10.47 eV
E = -7797.037 eV
LUMO = 1.036 eV
HOMO = -0.347 hartree
SMILES = O[C@H]1C[C@H]2N[C@@H]12
Total charge = 0

Each atom is followed by the atoms it is bonded to, with distances in Å.
Atoms and positions in Å:
1 O 1.9225 0.6196 0.4847  C2 1.395, H7 0.972
2 C 0.9677 0.2178 -0.4490  O1 1.395, C3 1.570, C6 1.533, H8 1.093
3 C 0.2847 -1.1803 -0.2415  C2 1.570, C4 1.522, H9 1.094, H10 1.093
4 C -1.0388 -0.4520 -0.0522  C3 1.522, N5 1.474, C6 1.479, H11 1.085
5 N -0.8237 0.4881 1.0622  C4 1.474, C6 1.474, H12 1.019
6 C -0.4138 0.8651 -0.3024  C2 1.533, C4 1.479, N5 1.474, H13 1.085
7 H 1.4382 0.6587 1.3262  O1 0.972
8 H 1.4066 0.3279 -1.4434  C2 1.093
9 H 0.6394 -1.7503 0.6221  C3 1.094
10 H 0.3179 -1.7987 -1.1426  C3 1.093
11 H -2.0378 -0.7924 -0.3034  C4 1.085
12 H -1.7057 0.9539 1.2685  N5 1.019
13 H -0.8066 1.7590 -0.7764  C6 1.085

Atom-resolved charges from natural (NBO), all expressed in e: -0.70 0.10 -0.43 -0.09 -0.63 -0.13 0.48 0.19 0.21 0.21 0.21 0.36 0.21

Record 2
The molecule C4H7NO, computed with ωB97M-V/def2-TZVPD.

Gap between HOMO and LUMO = 10.72 eV
E = -7797.396 eV
LUMO = 1.094 eV
HOMO = -0.354 hartree
SMILES = C1OC[C@H]2N[C@@H]12
Total charge = 0

Each atom is followed by the atoms it is bonded to, with distances in Å.
Atoms and positions in Å:
1 C 1.2445 -0.4501 -0.1848  O2 1.424, C6 1.521, H7 1.094, H8 1.104
2 O 0.8334 0.4783 -1.1832  C1 1.424, C3 1.424
3 C -0.5609 0.7003 -0.9934  O2 1.424, C4 1.522, H9 1.096, H10 1.103
4 C -0.8093 0.5623 0.5022  C3 1.522, N5 1.461, C6 1.478, H11 1.086
5 N -1.0069 -0.7844 1.0332  C4 1.461, C6 1.456, H12 1.018
6 C 0.3352 -0.2206 1.0131  C1 1.521, C4 1.478, N5 1.456, H13 1.085
7 H 2.2889 -0.2529 0.0727  C1 1.094
8 H 1.1765 -1.4836 -0.5670  C1 1.104
9 H -0.8443 1.6877 -1.3756  C3 1.096
10 H -1.1288 -0.0590 -1.5567  C3 1.103
11 H -1.2508 1.3801 1.0649  C4 1.086
12 H -1.1487 -1.4492 0.2748  N5 1.018
13 H 0.7723 -0.0318 1.9877  C6 1.085

Atom-resolved charges from natural (NBO), all expressed in e: -0.09 -0.52 -0.09 -0.11 -0.57 -0.11 0.20 0.17 0.20 0.16 0.21 0.34 0.21

Record 3
The molecule C4H7NO in a non-equilibrium geometry, computed with ωB97M-V/def2-TZVPD.

Gap between HOMO and LUMO = 9.34 eV
E = -7796.350 eV
LUMO = 0.699 eV
HOMO = -0.318 hartree
SMILES = C1=NCCOC1
Total charge = 0

Each atom is followed by the atoms it is bonded to, with distances in Å.
Atoms and positions in Å:
1 C -0.3924 1.2804 -0.4189  O2 1.399, C6 1.505, H7 1.100, H8 1.100
2 O -1.3683 0.2817 -0.3403  C1 1.399, C3 1.413
3 C -0.9322 -0.7301 0.5449  O2 1.413, C4 1.542, H9 1.105, H10 1.090
4 C 0.5106 -1.1596 0.2116  C3 1.542, N5 1.475, H11 1.105, H12 1.070
5 N 1.2040 -0.5065 -0.9140  C4 1.475, C6 1.264
6 C 0.9753 0.7182 -0.6991  C1 1.505, N5 1.264, H13 1.081
7 H -0.3927 1.9479 0.4560  C1 1.100
8 H -0.6261 1.8774 -1.3131  C1 1.100
9 H -1.0144 -0.3709 1.5870  C3 1.105
10 H -1.6037 -1.5799 0.4234  C3 1.090
11 H 1.1655 -0.9199 1.0693  C4 1.105
12 H 0.6347 -2.1968 -0.0202  C4 1.070
13 H 1.8397 1.3581 -0.5867  C6 1.081

Atom-resolved charges from natural (NBO), all expressed in e: -0.16 -0.50 -0.09 -0.29 -0.43 0.15 0.18 0.22 0.16 0.20 0.18 0.21 0.17

Record 4
A cluster of 2 separate species, C4H7NO in total in a non-equilibrium geometry, computed with ωB97M-V/def2-TZVPD.

Gap between HOMO and LUMO = 11.43 eV
E = -7796.275 eV
LUMO = 1.030 eV
HOMO = -0.382 hartree
Total charge = 0

Each atom is followed by the atoms it is bonded to, with distances in Å.
Atoms and positions in Å:
1 C -0.1607 -2.0062 1.2426  N2 1.421, H7 1.092, H8 1.093, H9 1.093
2 N -0.2138 -0.6827 1.7572  C1 1.421, C3 1.171
3 C -0.2444 0.4265 2.1329  N2 1.171
4 C -0.5160 1.4780 -0.9481  C5 1.462, O6 1.422, H10 1.089, H11 1.089
5 C 0.8309 1.2732 -1.4780  C4 1.462, O6 1.419, H12 1.090, H13 1.089
6 O 0.0096 0.1692 -1.1309  C4 1.422, C5 1.419
7 H 0.1325 -1.9594 0.1918  C1 1.092
8 H -1.1453 -2.4730 1.3273  C1 1.093
9 H 0.5638 -2.5920 1.8140  C1 1.093
10 H -0.6375 1.7856 0.0896  C4 1.089
11 H -1.3257 1.7462 -1.6257  C4 1.089
12 H 1.0176 1.3939 -2.5447  C5 1.090
13 H 1.6890 1.4406 -0.8279  C5 1.089

Atom-resolved charges from natural (NBO), all expressed in e: -0.44 -0.51 0.25 -0.12 -0.12 -0.51 0.25 0.22 0.22 0.20 0.18 0.18 0.18

Record 5
The molecule C4H7NO in a non-equilibrium geometry, computed with ωB97M-V/def2-TZVPD.

Gap between HOMO and LUMO = 11.58 eV
E = -7798.624 eV
LUMO = 0.787 eV
HOMO = -0.397 hartree
SMILES = N#CCCCO
Total charge = 0

Each atom is followed by the atoms it is bonded to, with distances in Å.
Atoms and positions in Å:
1 O 1.4348 0.1916 1.1004  C2 1.420, H7 0.964
2 C 1.1930 0.2286 -0.2987  O1 1.420, C3 1.519, H8 1.100, H9 1.099
3 C 0.0516 -0.7194 -0.6223  C2 1.519, C4 1.535, H10 1.096, H11 1.096
4 C -1.1443 -0.5069 0.3161  C3 1.535, C5 1.468, H12 1.093, H13 1.095
5 C -1.6743 0.8594 0.2323  C4 1.468, N6 1.158
6 N -2.0666 1.9457 0.1518  C5 1.158
7 H 1.8343 1.0293 1.3606  O1 0.964
8 H 2.0946 -0.0691 -0.8548  C2 1.100
9 H 0.9305 1.2468 -0.6171  C2 1.099
10 H 0.3705 -1.7645 -0.5375  C3 1.096
11 H -0.2517 -0.5527 -1.6623  C3 1.096
12 H -0.8213 -0.6797 1.3464  C4 1.093
13 H -1.9513 -1.2093 0.0850  C4 1.095

Atom-resolved charges from natural (NBO), all expressed in e: -0.73 -0.07 -0.40 -0.52 0.29 -0.34 0.48 0.17 0.17 0.22 0.22 0.27 0.25

Record 6
A cluster of 2 separate species, C4H7NO in total in a non-equilibrium geometry, computed with ωB97M-V/def2-TZVPD.

Gap between HOMO and LUMO = 10.37 eV
E = -7797.108 eV
LUMO = 0.687 eV
HOMO = -0.356 hartree
SMILES = C=CCC#N.O
Total charge = 0

Each atom is followed by the atoms it is bonded to, with distances in Å.
Atoms and positions in Å:
1 O 1.9885 -0.8121 1.1549  H7 0.965, H10 0.984
2 C 0.9233 0.6216 -0.2300  C3 1.337, H8 1.086, H9 1.087
3 C -0.0540 -0.2407 -0.5296  C2 1.337, C4 1.513, H11 1.085
4 C -1.3896 -0.1800 0.1778  C3 1.513, C5 1.469, H12 1.097, H13 1.094
5 C -2.1751 0.8714 -0.4814  C4 1.469, N6 1.157
6 N -2.7271 1.7193 -1.0417  C5 1.157
7 H 2.7527 -0.9830 0.5911  O1 0.965
8 H 1.8231 0.7057 -0.8319  C2 1.086
9 H 0.8653 1.3045 0.6132  C2 1.087
10 H 1.2118 -1.1277 0.6401  O1 0.984
11 H 0.0102 -0.8385 -1.4331  C3 1.085
12 H -1.2793 0.0785 1.2378  C4 1.097
13 H -1.9499 -1.1190 0.1327  C4 1.094

Atom-resolved charges from natural (NBO), all expressed in e: -0.93 -0.26 -0.33 -0.54 0.29 -0.33 0.47 0.20 0.21 0.49 0.22 0.25 0.25

Record 7
A cluster of 2 separate species, C4H7NO in total in a non-equilibrium geometry, computed with ωB97M-V/def2-TZVPD.

Gap between HOMO and LUMO = 11.17 eV
E = -7797.383 eV
LUMO = 0.732 eV
HOMO = -0.383 hartree
SMILES = N#CCCC=O.[H][H]
Total charge = 0

Each atom is followed by the atoms it is bonded to, with distances in Å.
Atoms and positions in Å:
1 O -0.9949 -1.7429 -0.4414  C2 1.206
2 C -0.7409 -0.7241 -1.0354  O1 1.206, C3 1.513, H8 1.108
3 C -0.6667 0.6328 -0.3695  C2 1.513, C4 1.531, H10 1.098, H11 1.095
4 C -0.3464 0.5535 1.1259  C3 1.531, C5 1.468, H12 1.094, H13 1.093
5 C 1.0864 0.3997 1.4055  C4 1.468, N6 1.157
6 N 2.2176 0.2925 1.6221  C5 1.157
7 H 1.4801 -1.4139 -0.8459  H9 0.741
8 H -0.5801 -0.7275 -2.1318  C2 1.108
9 H 1.7551 -0.7819 -1.1190  H7 0.741
10 H -1.6698 1.0608 -0.4988  C3 1.098
11 H 0.0232 1.2925 -0.9054  C3 1.095
12 H -0.8765 -0.3003 1.5579  C4 1.094
13 H -0.6872 1.4586 1.6358  C4 1.093

Atom-resolved charges from natural (NBO), all expressed in e: -0.53 0.45 -0.51 -0.52 0.29 -0.32 0.02 0.13 -0.01 0.25 0.23 0.27 0.25

Record 8
The molecule C4H7NO in a non-equilibrium geometry, computed with ωB97M-V/def2-TZVPD.

Gap between HOMO and LUMO = 9.50 eV
E = -7795.103 eV
LUMO = 0.592 eV
HOMO = -0.327 hartree
Total charge = 0

Each atom is followed by the atoms it is bonded to, with distances in Å.
Atoms and positions in Å:
1 C -1.7430 -0.4685 0.3677  C2 1.512, H7 1.097, H8 1.097, H9 1.096
2 C -0.3273 -0.4923 -0.1614  C1 1.512, C3 1.497, N4 1.475, H10 1.092
3 C -0.0072 0.2019 -1.4489  C2 1.497, N4 1.798, H11 1.107
4 N 0.4924 0.6751 0.2127  C2 1.475, C3 1.798, C5 1.392, H12 1.093
5 C 1.8523 0.5588 0.4859  N4 1.392, O6 1.202, H13 1.098
6 O 2.4215 -0.4657 0.7514  C5 1.202
7 H -1.7601 -0.5527 1.4611  C1 1.097
8 H -2.3003 -1.3134 -0.0550  C1 1.097
9 H -2.2501 0.4537 0.0622  C1 1.096
10 H 0.2386 -1.3893 0.0977  C2 1.092
11 H 0.9291 -0.2318 -1.8504  C3 1.107
12 H 0.1018 1.4877 -0.4043  N4 1.093
13 H 2.3522 1.5364 0.4812  C5 1.098

Atom-resolved charges from natural (NBO), all expressed in e: -0.62 -0.15 -0.28 -0.57 0.55 -0.54 0.22 0.22 0.22 0.23 0.15 0.45 0.13